1.
15
Properties=species:S:1:pos:R:3 method="wB97M-V/def2-TZVPD" e_tot_ev=-6806.668 multiplicity=2 gap_ev="4.50 / 11.64" e_homo_ha="-0.1301 / -0.4000"
O 2.55 0.92 -0.39
C 1.65 -0.20 -0.31
C 0.24 0.41 -0.39
N -0.73 -0.56 0.29
C -2.12 -0.04 0.20
H 3.00 0.95 0.46
H 1.73 -0.78 0.65
H 1.80 -0.84 -1.17
H 0.28 1.21 0.35
H -0.09 0.77 -1.37
H -0.53 -1.50 -0.17
H -0.38 -0.65 1.29
H -2.82 -0.89 0.13
H -2.39 0.53 1.09
H -2.19 0.66 -0.65

2.
15
Properties=species:S:1:pos:R:3 method="wB97M-V/def2-TZVPD" e_tot_ev=-6804.225 gap_ev=11.81 charge=+1 smiles=C[C@@H](O)C[NH3+] e_homo_ha=-0.5648
C 0.79 0.46 0.41
C -0.59 -0.07 0.04
C -1.62 0.98 -0.36
O -0.33 -0.99 -1.05
N 1.74 -0.70 0.44
H 1.14 1.16 -0.35
H 0.75 0.94 1.37
H -0.98 -0.68 0.86
H -1.34 1.46 -1.30
H -1.74 1.69 0.44
H -2.56 0.44 -0.46
H -1.07 -1.60 -1.23
H 2.65 -0.53 0.02
H 1.28 -1.41 -0.18
H 1.89 -1.13 1.36

3.
15
Properties=species:S:1:pos:R:3 method="wB97M-V/def2-TZVPD" e_tot_ev=-6798.384 gap_ev=5.69 charge=+1 e_homo_ha=-0.5187
C -2.09 0.28 0.40
C 0.98 1.23 -0.53
C 1.75 0.19 0.10
O 0.87 -1.07 0.60
N -1.47 -0.49 -0.70
H -3.00 -0.27 0.65
H -1.55 0.23 1.34
H 0.96 1.14 -1.63
H 1.01 2.25 -0.12
H 2.51 -0.18 -0.58
H 2.30 0.59 0.94
H 1.31 -1.83 1.00
H -2.27 1.33 0.14
H -0.72 -0.06 -1.20
H -1.04 -1.41 -0.37